1.
This record from the OMol25 dataset describes C23H21N3O3S in the gas phase in a non-equilibrium geometry. The level of theory is ωB97M-V/def2-TZVPD.

```
51
Properties=species:S:1:pos:R:3:forces:R:3:nbo_charge:R:1
H 2.675169 1.765152 -1.834019 0.009 0.058 -0.003 0.2653
C -1.314565 0.200983 2.633148 0.212 -0.012 0.153 -0.4260
H 0.132002 2.596672 -0.061674 0.029 -0.065 -0.050 0.2467
O 4.817114 1.403069 -0.186969 -0.001 -0.328 0.016 -0.5107
H 3.758185 -2.907665 -0.698933 0.023 -0.086 0.024 0.2160
C 0.033743 0.859535 2.910345 -0.227 0.197 0.063 -0.3914
C -0.839316 0.741683 0.225358 -0.198 -0.196 0.130 0.2812
H 4.669663 2.959394 -1.553688 -0.027 -0.005 0.035 0.1814
C -1.857849 -0.305447 -1.539724 -0.038 -0.034 0.168 0.1177
C -3.266681 -1.795937 1.573161 -0.230 0.509 0.948 0.2004
C -1.552762 -0.005348 1.165413 -0.165 -0.146 -0.066 -0.0774
O 0.772006 2.243105 -2.738717 0.198 0.232 0.001 -0.6226
N 1.030419 -0.028844 -2.878299 0.204 -0.427 -0.291 -0.6220
C -4.560961 -2.758556 3.111769 -0.008 -0.471 -0.328 -0.3192
N -1.013740 0.589006 -1.080407 -0.324 -0.010 0.027 -0.4789
H -1.382899 -0.757948 3.151813 -0.066 0.065 0.011 0.2293
C 0.358155 1.143866 -3.027980 -0.125 0.039 -0.534 0.7235
C -2.472312 -0.954502 0.692895 0.122 -0.070 -0.565 0.1155
H 0.841688 0.168999 2.659177 0.061 -0.044 0.032 0.2034
S -1.953264 -0.462560 -3.287949 -0.077 -0.057 -0.421 0.2779
H -3.857103 -0.670231 3.362960 0.094 0.217 0.064 0.2311
H -4.643508 -4.628849 1.904134 0.009 -0.133 -0.122 0.2116
H 1.073123 2.667913 2.336440 -0.040 0.072 0.000 0.2141
H 0.108751 1.095459 3.973091 0.043 -0.066 0.006 0.2126
H -1.563031 1.888574 -3.601707 0.206 -0.014 -0.003 0.2533
O -3.559067 -3.048726 1.152529 0.323 -0.035 -0.253 -0.3846
H 3.581689 3.073225 -0.144254 0.016 -0.011 -0.029 0.1766
C -0.968453 0.990797 -3.768037 -0.343 -0.144 0.325 -0.6168
C -4.328870 -3.619791 2.081619 -0.432 0.060 0.769 0.1224
H -5.147040 -2.941404 3.988544 -0.141 -0.111 0.148 0.2334
H 1.832209 -2.401289 -2.150287 -0.082 -0.083 -0.045 0.2084
H 1.183288 1.263957 0.372120 -0.015 0.052 -0.017 0.2353
C 0.167535 2.122026 2.068346 0.208 -0.186 -0.042 -0.3953
C 4.573993 2.758859 -0.482450 -0.025 0.214 -0.052 -0.2535
H 0.536980 -0.861924 -3.177176 -0.015 0.210 0.081 0.4050
C 3.524355 -1.881890 -0.940877 0.010 0.120 0.001 -0.1743
C 2.143116 -0.279621 -2.070043 0.197 -0.053 0.164 0.1837
H -0.786301 0.872237 -4.837408 -0.012 0.006 0.009 0.2524
C -3.868173 -1.572624 2.788743 0.347 -0.023 -0.676 -0.2566
N -4.293585 -2.724216 -1.783084 -0.168 -0.171 -0.197 -0.2936
C -3.541983 -2.028497 -1.266002 -0.444 -0.308 -0.367 0.2864
C 2.929153 0.753920 -1.570369 0.192 0.382 0.064 -0.3903
C 0.218813 1.731839 0.598341 0.036 0.226 0.252 -0.4475
H 5.142882 -1.068737 0.214800 0.111 -0.031 0.081 0.2221
H -0.687054 2.776465 2.253261 -0.021 0.074 0.046 0.1964
C 4.005225 0.463230 -0.741314 -0.076 -0.348 -0.018 0.4035
C 2.443425 -1.601286 -1.758272 -0.127 0.042 -0.089 -0.2804
H 5.335180 3.318050 0.059409 -0.075 0.004 -0.054 0.1989
H -2.106968 0.845527 3.026942 -0.016 -0.045 0.116 0.2076
C -2.623946 -1.123105 -0.697437 0.740 0.737 0.399 -0.2614
C 4.301570 -0.864546 -0.427280 0.129 0.193 0.090 -0.3104
```
Forces are in eV/Å.

HOMO = -8.24 eV
SMILES string = COc1cccc(NC(=O)CSc2nc3c(c(-c4ccco4)c2C#N)CCCC3)c1
frontier orbital gap = 8.078 eV

=====

2.
This record from the OMol25 dataset describes C23H21N3O5 in the gas phase in a non-equilibrium geometry. The level of theory is ωB97M-V/def2-TZVPD.

```
52
Properties=species:S:1:pos:R:3:forces:R:3:nbo_charge:R:1
H -3.096673 0.770909 0.787863 -0.048 0.056 -0.034 0.1967
C 7.202211 -0.584903 0.384204 0.203 0.499 0.150 0.2274
H -0.790561 -2.323334 0.202379 -0.075 -0.053 0.036 0.2038
C -0.341562 0.505505 -1.592759 -0.124 -0.136 0.136 -0.2282
C 1.000208 0.703837 -1.352101 0.135 0.101 0.025 -0.2225
C -3.078213 -1.966909 -0.960618 -0.047 -0.077 0.288 -0.2232
C -3.900180 0.544736 0.076315 0.145 0.381 -0.445 -0.2369
C -6.626825 1.462672 1.518669 0.070 -0.699 -0.458 -0.2770
C -7.806380 2.213144 1.317435 -0.424 -0.160 -0.337 -0.3223
H 10.017698 -1.519771 0.277948 -0.225 0.122 0.110 0.1597
N -2.384238 -0.762005 -1.357889 -0.251 -0.158 -0.340 -0.4346
C 6.077687 1.889808 0.118526 -0.292 -0.098 -0.085 -0.1703
C 3.919322 0.960507 -0.612561 0.119 -0.076 0.109 0.6713
C 7.399090 1.819345 0.544226 0.299 -0.267 0.089 -0.2754
C 5.895528 -0.523648 -0.027236 0.270 -0.043 0.094 -0.2584
H 1.563436 -1.985861 0.606412 0.050 -0.073 0.066 0.2017
H 7.975701 2.703049 0.758141 0.069 0.129 0.033 0.2311
H -4.096248 0.176188 -2.046234 0.017 0.089 0.021 0.1980
C -1.042058 -0.574347 -1.041913 0.367 0.029 -0.014 0.1438
H -0.848229 1.198448 -2.246042 -0.046 0.042 -0.074 0.2103
C 9.243978 -1.205496 0.996565 1.016 -0.746 0.269 0.2354
H -3.892294 -2.126485 -1.676563 0.036 -0.064 0.063 0.2066
O 9.203295 0.204208 1.060523 -0.216 0.478 -0.042 -0.4850
C -6.731896 0.360683 0.707971 0.310 0.607 0.748 0.1636
H -2.776605 1.280253 -1.611969 -0.054 -0.033 -0.046 0.2142
O -6.395631 -1.971757 0.661272 -0.253 -0.054 -0.095 -0.6032
O 7.985793 -1.691040 0.579617 -0.474 0.041 -0.160 -0.4769
H -4.611384 1.368774 0.064178 0.129 -0.063 0.023 0.2299
C 7.943330 0.563988 0.674443 -0.441 -0.401 -0.177 0.3049
C -0.315173 -1.467191 -0.249001 -0.198 0.029 -0.044 -0.2225
N 3.073343 -0.051736 -0.271574 0.237 -0.348 0.195 -0.5921
C 1.031682 -1.276715 -0.013959 0.225 0.227 -0.100 -0.2266
H -9.491315 1.707640 -0.046546 -0.109 -0.076 -0.122 0.2065
H -2.407979 -2.823255 -1.017422 -0.038 -0.007 -0.020 0.2147
C 1.709134 -0.187003 -0.551098 -0.423 -0.052 -0.100 0.1145
H -8.068583 3.138895 1.786610 -0.131 0.185 0.061 0.2315
H 5.366089 -1.428241 -0.279616 -0.084 -0.113 -0.044 0.2252
H 1.509466 1.545897 -1.788667 0.012 0.025 -0.019 0.2578
H -4.284124 -2.709384 0.692223 0.130 0.087 0.017 0.2526
C -8.539571 1.513549 0.406949 -0.012 0.744 0.490 0.1069
H 5.604257 2.850109 -0.013895 -0.045 0.069 -0.026 0.2407
H -5.822307 1.694330 2.186881 0.218 -0.012 0.097 0.2303
O -7.903897 0.394854 0.044324 0.017 -0.535 -0.306 -0.3670
C -3.289775 0.363912 -1.328854 -0.114 0.288 0.344 -0.2150
C 5.326195 0.752074 -0.151305 0.287 0.216 -0.008 -0.1420
N -4.557029 -0.673614 0.485771 0.116 0.005 0.067 -0.4253
C -5.896742 -0.863165 0.592258 -0.124 -0.111 -0.001 0.6316
O 3.587997 1.962352 -1.215070 -0.099 0.104 -0.041 -0.6105
H 9.485569 -1.612972 1.991078 -0.128 0.139 -0.207 0.1599
H 3.454815 -0.791224 0.301035 0.007 0.228 -0.079 0.3977
H -2.894514 -1.697259 1.187059 -0.018 -0.033 -0.028 0.1939
C -3.685817 -1.832376 0.442027 0.011 -0.435 -0.078 -0.2473
```
Forces are in eV/Å.

HOMO = -7.40 eV
SMILES string = O=C(Nc1ccc(N2CCN(C(=O)c3ccco3)CC2)cc1)c1ccc2c(c1)OCO2
frontier orbital gap = 8.007 eV

=====

3.
This record from the OMol25 dataset describes a molecular structure, C23H21N3OPRhSSbSe4 in a non-equilibrium geometry. The level of theory is ωB97M-V/def2-TZVPD.

```
56
Properties=species:S:1:pos:R:3:forces:R:3:nbo_charge:R:1
N -1.691493 0.163608 -1.647015 -0.090 0.432 0.176 -0.3654
C -1.718751 0.898510 -3.725097 0.111 -0.063 -0.143 0.0610
C 5.020433 1.330827 0.612706 0.005 0.023 0.002 -0.2057
C -0.360010 3.861375 4.181370 -0.088 0.135 -0.145 -0.2031
C -2.864432 0.734761 -1.650782 -0.069 -0.235 0.135 0.2683
H -0.740249 2.824754 -6.407757 0.014 0.020 -0.038 0.2111
C -0.295206 -1.221906 3.844179 -0.083 0.049 -0.157 -0.1603
H 0.699624 2.047955 4.647282 0.013 -0.017 0.016 0.2286
Rh -0.516086 0.110019 0.177298 -0.252 -0.053 -0.144 -0.0338
H -1.428057 5.580588 3.447540 -0.021 0.041 0.057 0.2066
H 2.808221 -1.135639 6.122239 0.047 0.001 0.034 0.2104
C 1.930488 -1.148793 5.491764 0.021 -0.029 0.055 -0.2282
Se 4.305107 -3.758950 -0.796046 -0.038 0.012 0.018 -0.8275
H 2.806292 0.126296 4.017952 0.007 0.003 -0.008 0.2150
Se -1.104797 -2.329611 0.538511 0.559 0.333 -0.472 -0.1932
P 0.705509 0.544592 1.977453 0.268 -0.209 0.032 1.1763
H 3.015572 -1.175900 1.645790 -0.069 -0.171 0.045 0.2593
H 4.470147 3.403759 0.513847 0.006 0.023 -0.017 0.2039
H 0.830383 -2.460106 6.776765 0.010 -0.063 0.052 0.2067
C -1.216483 1.174146 -5.099871 0.022 -0.098 -0.077 -0.4465
C 0.821926 -1.895667 5.855316 -0.027 0.004 0.012 -0.1851
C 0.192116 2.622926 3.883408 -0.008 0.239 -0.022 -0.2259
C -1.132716 4.124993 1.909239 0.157 -0.320 -0.037 -0.1897
H -1.638103 4.682340 1.131899 -0.017 0.001 -0.041 0.2247
H -1.840427 0.648617 -5.828295 0.021 0.010 -0.006 0.2132
Se 0.857181 -1.864745 -0.588972 -1.094 -0.044 0.319 0.0008
C 3.316354 -0.169049 1.387964 -0.047 -0.014 -0.048 -0.2027
C 2.432440 0.900242 1.525155 -0.073 -0.093 0.056 -0.3983
H -4.303613 1.517340 -0.461340 0.047 0.012 0.029 0.3930
C -0.291119 -1.930958 5.031214 -0.031 -0.042 0.048 -0.2070
H -1.148759 -2.532123 5.300327 -0.029 -0.019 0.014 0.2090
N -1.044123 0.260958 -2.842507 0.026 0.036 -0.044 -0.2156
H -0.287530 4.245185 5.190120 -0.003 0.049 0.036 0.2086
H -0.218711 0.735226 -5.145877 -0.044 0.008 -0.014 0.2454
O -1.094747 2.919764 -0.684780 -0.057 -0.576 0.148 -0.6121
H -3.204657 0.449164 0.282009 -0.097 0.020 -0.058 0.4141
H 2.171132 3.022094 1.288733 -0.008 0.025 0.026 0.2041
H -1.153487 -1.266197 3.182751 0.070 0.005 0.064 0.2262
C 1.929100 -0.438910 4.305027 0.053 0.062 -0.119 -0.1227
N -3.694730 0.722270 -0.566698 0.147 -0.013 -0.015 -0.7944
S -3.282683 1.437783 -3.166687 0.037 -0.112 0.107 0.3363
Se 2.606357 -3.812591 2.793130 -0.096 -0.047 -0.083 -0.8243
C -0.611625 2.866055 1.615249 0.043 -0.524 0.017 -0.1610
C -1.010528 4.614738 3.196932 0.178 -0.155 0.256 -0.2122
C -1.170177 2.662304 -5.420690 0.012 0.097 -0.026 -0.5994
C 4.146759 2.399581 0.756063 0.094 0.023 -0.019 -0.2408
H -2.166788 3.106202 -5.413908 -0.030 -0.001 0.000 0.1996
C 4.602259 0.045607 0.924883 0.114 -0.019 -0.043 -0.1892
C 0.070612 2.129324 2.593357 -0.448 0.299 -0.472 -0.2507
H 5.257153 -0.806034 0.794782 0.014 -0.013 0.011 0.2422
Sb 2.253392 -4.135600 0.423411 0.640 -0.186 0.207 0.7202
C -0.797048 2.180023 0.244496 0.214 1.013 0.242 0.3251
H -0.565862 3.195023 -4.687587 0.028 0.005 0.019 0.2226
C 0.817055 -0.475137 3.469176 -0.109 0.059 0.042 -0.3978
C 2.853334 2.185658 1.203441 -0.079 0.073 -0.004 -0.1458
H 6.027349 1.499349 0.254015 0.028 0.008 -0.024 0.2064
```
Forces are in eV/Å.

HOMO (alpha / beta) = -3.56 / -3.58 eV
charge = -1
frontier orbital gap (alpha / beta) = 4.158 / 4.195 eV

=====

4.
This record from the OMol25 dataset describes 2 unconnected molecules or ions with the total composition C23H21N4O2S in a non-equilibrium geometry. The level of theory is ωB97M-V/def2-TZVPD.

```
51
Properties=species:S:1:pos:R:3:forces:R:3:nbo_charge:R:1
H -1.640820 2.055647 5.641987 -0.203 -0.232 -0.127 0.2384
C -1.857136 -0.519919 1.246939 -0.022 -0.190 -0.217 -0.1817
C -2.505075 1.408953 5.784225 -0.172 0.025 0.255 -0.1688
H -4.807552 -2.966574 1.853678 0.171 0.252 0.126 0.2453
H -5.590860 -0.881771 6.323862 0.264 0.076 -0.196 0.2433
N 2.999762 0.008276 -3.585642 -1.600 5.210 1.478 -0.4226
C -1.317221 0.126933 -2.302800 0.477 -0.107 -0.882 0.0190
H -1.029234 0.163841 1.066812 -0.270 -0.132 0.219 0.2465
C -4.357374 0.676419 7.152866 -0.006 -0.224 -0.336 -0.1882
C -4.363797 -1.321690 3.953815 -1.224 -0.921 0.380 0.5392
C -3.981483 -2.277245 1.687923 0.132 0.002 -0.281 -0.1458
S 7.380377 0.391804 -4.810279 0.262 1.268 1.611 -0.0373
C 0.454034 -0.652954 -4.319877 -1.045 2.423 4.966 -0.1549
N 2.769130 2.576004 -3.699914 -0.824 -0.170 -0.690 -0.9697
C 5.917653 0.772694 -3.640991 0.885 -1.437 0.964 -0.1652
C -3.245070 1.496241 6.964323 0.123 -0.100 -0.341 -0.1920
O -5.302090 -2.085476 4.144765 0.630 0.481 -0.184 -0.5155
H -1.717472 -1.423375 -0.705087 -0.123 -0.216 0.452 0.2085
H 8.405258 1.243915 -4.294227 -1.596 -0.949 -0.551 0.1833
C 3.838850 -0.657726 -2.514555 3.269 -1.068 0.531 -0.2511
H 2.121043 2.976118 -4.443379 1.316 -0.883 1.390 0.4752
H 0.797910 -1.091700 -5.348474 -0.904 0.909 2.232 0.2680
H -4.939873 0.751142 8.068609 0.105 -0.037 -0.190 0.2251
C 5.388518 -0.731480 -3.139203 -0.661 -0.173 -0.565 -0.4533
H 2.887076 3.161170 -2.830701 0.013 -1.125 -1.387 0.4746
C 3.487930 1.408799 -3.882698 1.111 -2.769 -0.139 0.9158
N 4.902913 1.509407 -4.490751 -2.522 -1.641 0.985 -0.6756
H 3.498386 -1.771954 -2.288926 0.340 2.660 -0.676 0.2752
H 6.142112 -1.251336 -2.408001 -1.517 1.298 -1.279 0.2704
O -1.136222 1.160779 3.360112 -0.538 -0.437 0.031 -0.5339
H -3.591778 -3.002988 -0.303725 0.031 0.101 0.163 0.2189
H 3.880925 -0.015507 -1.511162 -0.459 -1.464 -2.223 0.2212
H -1.968366 -0.931698 -4.382158 2.073 0.985 1.601 0.2714
C -3.607696 -1.367539 2.685633 0.136 -0.246 -0.652 -0.1387
C -3.978576 -0.336825 4.984216 -0.129 0.278 0.570 -0.1541
C -2.242403 -1.414962 0.247572 -0.026 0.068 0.474 -0.2127
N -0.385051 0.668029 -1.274814 2.311 -2.873 -7.467 -0.3871
C 0.982315 0.541348 -1.849892 -0.153 -0.316 -0.588 0.0230
H -2.955769 2.207583 7.734852 -0.043 -0.135 -0.163 0.2237
H 5.310405 -1.451254 -4.088277 0.256 1.692 1.928 0.2318
C -2.878804 0.497113 4.788128 -0.048 0.267 0.535 -0.0609
H 6.266047 1.452344 -2.751103 -0.791 -1.379 -1.764 0.2468
H 4.816134 0.914003 -5.368934 0.119 0.886 1.102 0.4090
C 1.510716 -0.026208 -3.252426 -4.273 -0.441 0.294 0.0182
C -3.297410 -2.299124 0.471677 -0.131 0.085 0.338 -0.1972
C -2.537143 -0.500436 2.470738 -0.008 -0.303 -0.612 -0.0519
C -2.111160 0.437375 3.528560 1.138 0.928 -0.067 0.5039
H -2.466572 0.206125 -1.980573 2.873 -0.182 -0.846 0.2547
C -1.061663 -0.533522 -3.741213 3.303 0.986 1.300 -0.2597
H 1.839117 0.944340 -1.118942 -2.120 -0.940 -1.742 0.2127
C -4.722939 -0.243142 6.167429 0.071 0.206 0.237 -0.1451
```
Forces are in eV/Å.

HOMO = -11.12 eV
charge = +1
frontier orbital gap = 4.965 eV